{"formula": "C37H38CrF5GeN2S", "method": "the ωB97M-V functional and the def2-TZVPD basis", "symbols": ["Cr", "C", "C", "C", "C", "C", "C", "C", "C", "C", "C", "C", "C", "H", "H", "H", "H", "H", "H", "H", "H", "H", "H", "H", "H", "H", "H", "H", "H", "H", "H", "F", "C", "C", "F", "C", "F", "C", "S", "C", "F", "C", "F", "N", "N", "H", "H", "H", "H", "C", "Ge", "C", "C", "C", "C", "C", "C", "C", "C", "C", "C", "C", "C", "C", "C", "C", "C", "C", "C", "H", "H", "H", "H", "H", "H", "H", "H", "H", "H", "H", "H", "H", "H", "H", "H"], "positions_angstrom": [[0.309824, -0.798511, -0.939584], [0.610850, -4.262247, 2.535049], [-0.185084, -3.862257, 1.311715], [0.216354, -4.322105, 0.057939], [1.462550, -5.154834, -0.112079], [-0.544527, -4.017193, -1.080016], [-0.107793, -4.568070, -2.415569], [-1.699301, -3.243118, -0.957561], [-2.520336, -2.872839, -2.168826], [-2.122002, -2.804157, 0.309536], [-3.417677, -2.034374, 0.383642], [-1.348115, -3.082214, 1.439878], [-1.720826, -2.541313, 2.802213], [1.659007, -3.966730, 2.457374], [0.603363, -5.348495, 2.659701], [0.215159, -3.824322, 3.445865], [1.214140, -6.184184, -0.389355], [2.062327, -5.194927, 0.791915], [2.087803, -4.737596, -0.903205], [0.667641, -3.940412, -2.864310], [-0.935146, -4.642682, -3.116577], [0.313946, -5.566756, -2.305520], [-3.382520, -3.538057, -2.289121], [-1.933311, -2.907574, -3.082100], [-2.890021, -1.854460, -2.075873], [-3.265810, -1.007929, 0.035387], [-3.834623, -1.999599, 1.385920], [-4.170644, -2.491566, -0.260091], [-2.539714, -1.831514, 2.750457], [-0.871224, -2.013864, 3.239527], [-2.016655, -3.337785, 3.491369], [6.684171, 0.043668, 1.628634], [5.723490, -0.374444, 0.792387], [4.806360, -1.326396, 1.194262], [4.885574, -1.849984, 2.428155], [3.817501, -1.739974, 0.321756], [2.979646, -2.694326, 0.765177], [3.660579, -1.223066, -0.963746], [2.360273, -1.692779, -2.031051], [4.629356, -0.289286, -1.339646], [4.601786, 0.250155, -2.563042], [5.633903, 0.135138, -0.489701], [6.517897, 1.059134, -0.893557], [1.375155, -0.764763, 2.393535], [1.127493, -0.093703, 1.149944], [2.048955, -0.242643, 2.943612], [1.779477, -1.665813, 2.176466], [1.935688, 0.451529, 0.851071], [0.386205, 0.578040, 1.320678], [-1.164673, 0.360932, -1.477482], [-1.097195, 2.160955, -0.911673], [0.734942, 2.706763, -0.378340], [1.817133, 2.396765, -1.207322], [3.116186, 2.742296, -0.853232], [3.363463, 3.383436, 0.354274], [2.302777, 3.694361, 1.194115], [1.003104, 3.366454, 0.822403], [-2.128805, 2.484820, 0.765784], [-2.344194, 1.432737, 1.656439], [-3.000307, 1.628716, 2.865799], [-3.471222, 2.890408, 3.202326], [-3.284778, 3.947711, 2.321343], [-2.619761, 3.742732, 1.118451], [-1.728751, 3.608777, -2.107663], [-2.853990, 3.398993, -2.905510], [-3.348745, 4.397780, -3.732840], [-2.718318, 5.634527, -3.781799], [-1.593201, 5.860345, -3.002097], [-1.106558, 4.854440, -2.174611], [-2.104022, 0.161039, -2.006281], [1.641019, 1.862658, -2.136012], [3.936680, 2.509369, -1.520127], [4.378183, 3.639671, 0.635424], [2.485898, 4.194701, 2.138190], [0.184569, 3.615388, 1.490013], [-2.010627, 0.435510, 1.380414], [-3.147555, 0.795223, 3.543394], [-3.986828, 3.048000, 4.142254], [-3.658431, 4.933894, 2.572655], [-2.482912, 4.578837, 0.439578], [-3.346998, 2.432233, -2.883946], [-4.224340, 4.211708, -4.343979], [-3.099628, 6.415781, -4.428497], [-1.091377, 6.820414, -3.039542], [-0.221920, 5.042805, -1.574535]], "forces_ev_per_angstrom": [[0.042, 0.146, 0.043], [0.014, 0.030, -0.012], [-0.007, -0.016, 0.004], [-0.021, 0.005, -0.012], [-0.005, -0.002, 0.006], [-0.021, -0.046, 0.001], [0.005, 0.011, 0.000], [0.013, -0.042, 0.019], [0.018, 0.032, 0.007], [0.028, -0.017, -0.017], [0.011, 0.016, -0.004], [-0.001, -0.015, 0.000], [0.025, 0.006, -0.005], [-0.004, 0.021, 0.001], [-0.006, 0.000, 0.007], [-0.004, -0.006, 0.006], [0.003, -0.001, -0.001], [0.000, 0.001, 0.002], [0.000, 0.001, -0.005], [0.003, 0.005, 0.001], [0.004, 0.001, -0.001], [-0.003, 0.000, -0.001], [0.004, -0.010, -0.004], [0.004, 0.013, 0.002], [-0.010, -0.005, -0.007], [-0.012, 0.005, -0.007], [-0.002, -0.002, 0.005], [0.005, 0.010, 0.007], [0.000, 0.031, 0.004], [-0.018, 0.007, 0.001], [-0.002, 0.001, -0.003], [0.007, -0.005, -0.004], [0.004, 0.009, -0.001], [-0.001, -0.008, -0.011], [-0.001, -0.001, 0.013], [0.016, -0.003, -0.009], [0.020, 0.005, -0.006], [-0.024, 0.018, 0.016], [-0.034, -0.032, 0.006], [-0.010, 0.001, 0.013], [-0.009, 0.036, 0.007], [0.005, 0.018, 0.008], [-0.010, -0.001, 0.002], [-0.009, -0.077, -0.011], [0.001, 0.030, -0.057], [0.002, -0.008, 0.000], [-0.023, -0.011, 0.014], [0.018, 0.004, 0.006], [-0.027, 0.015, -0.001], [-0.002, -0.098, -0.051], [-0.054, 0.008, 0.037], [0.001, -0.009, -0.005], [-0.005, -0.007, -0.004], [0.020, -0.036, -0.005], [0.003, 0.003, 0.011], [0.006, -0.003, -0.001], [-0.003, -0.016, 0.006], [-0.027, 0.028, -0.024], [-0.003, -0.036, -0.014], [-0.004, 0.006, -0.004], [0.000, -0.006, 0.005], [-0.003, 0.002, 0.001], [0.020, -0.002, 0.006], [0.003, -0.007, -0.015], [0.007, 0.002, 0.000], [-0.002, 0.004, 0.000], [0.000, -0.001, -0.002], [0.005, 0.001, 0.005], [-0.006, 0.001, 0.001], [-0.030, 0.013, 0.050], [0.007, 0.005, -0.007], [0.015, -0.026, -0.012], [0.000, 0.000, 0.001], [0.000, 0.000, 0.000], [0.001, 0.001, 0.000], [0.064, 0.004, 0.006], [-0.003, -0.004, -0.001], [0.002, 0.001, 0.001], [-0.002, 0.001, -0.001], [-0.003, 0.002, 0.000], [0.001, 0.001, -0.002], [0.000, -0.001, 0.000], [0.000, 0.000, -0.001], [0.000, 0.000, -0.001], [0.002, 0.001, -0.001]], "e_homo_ha": [-0.127, -0.142], "orbital_gap_ev": [5.957, 6.359], "multiplicity": 5, "s_squared": 6.24, "charge": -1}

***

{"formula": "C22H25FN4O", "method": "the ωB97M-V functional and the def2-TZVPD basis", "symbols": ["C", "O", "C", "C", "C", "C", "C", "N", "N", "C", "C", "C", "N", "C", "C", "C", "N", "C", "C", "C", "C", "C", "C", "C", "C", "C", "F", "C", "H", "H", "H", "H", "H", "H", "H", "H", "H", "H", "H", "H", "H", "H", "H", "H", "H", "H", "H", "H", "H", "H", "H", "H", "H"], "positions_angstrom": [[6.495823, 2.588833, -0.987665], [5.756914, 2.331626, 0.183834], [4.881859, 1.297593, 0.188524], [4.638762, 0.443139, -0.883654], [3.717470, -0.580683, -0.764169], [3.004165, -0.795224, 0.411240], [2.017842, -1.859308, 0.535552], [1.925369, -2.638316, 1.643587], [0.960187, -3.542921, 1.553057], [0.397335, -3.347891, 0.376987], [1.013336, -2.295119, -0.323099], [0.587955, -1.731415, -1.647607], [-0.515236, -0.791410, -1.642887], [-0.251218, 0.535237, -1.143476], [-0.242437, 0.720183, 0.387595], [-1.623357, 1.015327, 0.976516], [-2.656656, 0.118675, 0.508338], [-3.968035, 0.529702, 0.468419], [-4.398780, 1.655368, 1.185576], [-5.713523, 2.073454, 1.136363], [-6.650909, 1.386137, 0.385387], [-6.244678, 0.265918, -0.319022], [-4.930986, -0.155773, -0.286361], [-2.277588, -1.218068, 0.129839], [-1.829545, -1.306589, -1.347521], [3.280794, 0.066906, 1.474199], [2.626003, -0.102701, 2.646681], [4.189025, 1.094498, 1.383559], [7.118296, 3.451715, -0.757659], [7.135866, 1.741463, -1.252166], [5.840747, 2.829650, -1.830526], [5.166011, 0.561086, -1.816368], [3.563537, -1.247960, -1.597673], [2.491608, -2.584525, 2.475644], [-0.422308, -3.961780, 0.060514], [1.430438, -1.216487, -2.115845], [0.294478, -2.562093, -2.298932], [0.722022, 0.839622, -1.539923], [-1.012106, 1.198939, -1.569929], [0.190389, -0.158958, 0.860216], [0.401951, 1.566491, 0.635824], [-1.544944, 0.985822, 2.075486], [-1.905311, 2.031985, 0.683667], [-3.708444, 2.200179, 1.809752], [-6.010101, 2.944507, 1.703774], [-7.678416, 1.714878, 0.351929], [-6.959384, -0.286111, -0.913289], [-4.655314, -1.021116, -0.868186], [-1.474750, -1.563674, 0.784947], [-3.128623, -1.885367, 0.286599], [-2.546644, -0.731200, -1.946537], [-1.868101, -2.346923, -1.676106], [4.369236, 1.742681, 2.224999]], "forces_ev_per_angstrom": [[0.140, 0.042, -0.232], [-0.221, -0.116, 0.289], [-0.201, -0.188, 0.102], [0.257, 0.281, -0.166], [-0.074, 0.001, 0.294], [0.136, 0.191, 0.134], [-0.413, -0.381, -0.164], [0.106, 0.215, -0.314], [-0.342, -0.568, 0.540], [0.420, 0.195, 0.038], [0.405, 0.116, 0.212], [-0.054, 0.114, -0.030], [-0.034, -0.050, -0.192], [0.135, 0.077, 0.106], [-0.225, 0.001, -0.087], [0.181, 0.111, 0.226], [0.261, 0.069, -0.045], [-0.231, 0.063, 0.014], [0.175, 0.065, 0.049], [-0.105, 0.010, -0.046], [-0.158, 0.063, 0.005], [-0.076, 0.032, 0.016], [0.069, -0.161, -0.026], [-0.017, -0.198, -0.326], [-0.062, 0.003, 0.151], [0.102, 0.088, -0.241], [0.095, 0.031, -0.165], [0.049, 0.047, -0.013], [-0.030, -0.069, -0.063], [-0.039, 0.029, 0.008], [0.021, -0.024, 0.036], [0.068, 0.038, -0.071], [-0.023, -0.068, -0.059], [-0.104, -0.029, -0.106], [-0.206, -0.181, -0.041], [-0.047, -0.114, -0.062], [0.129, 0.069, -0.009], [-0.045, 0.056, -0.022], [0.051, 0.114, -0.012], [0.045, 0.043, 0.030], [0.025, 0.008, 0.074], [-0.022, 0.157, -0.066], [0.010, -0.053, 0.080], [0.087, 0.016, 0.041], [-0.009, 0.054, 0.046], [-0.081, 0.025, -0.002], [-0.036, -0.041, -0.046], [0.059, -0.062, -0.052], [-0.096, -0.027, -0.021], [0.060, 0.005, 0.053], [-0.099, -0.125, 0.073], [-0.037, -0.047, -0.067], [0.004, 0.072, 0.126]], "e_homo_ha": -0.267, "orbital_gap_ev": 7.870, "multiplicity": 1, "smiles": "COc1ccc(-c2[nH]ncc2CN2CCCN(c3ccccc3)CC2)c(F)c1", "charge": 0}

***

{"formula": "C15H31F2N3O5", "method": "the ωB97M-V functional and the def2-TZVPD basis", "symbols": ["C", "C", "O", "O", "C", "F", "C", "C", "C", "F", "H", "H", "H", "H", "H", "H", "H", "H", "H", "H", "C", "N", "C", "C", "O", "H", "H", "H", "H", "H", "H", "H", "C", "N", "C", "C", "O", "H", "H", "H", "H", "H", "H", "H", "C", "N", "C", "C", "O", "H", "H", "H", "H", "H", "H", "H"], "positions_angstrom": [[1.767526, 0.819940, -0.577730], [3.144343, 0.096161, -0.022161], [3.936868, 0.871026, 0.762134], [3.536772, -1.300262, -0.267450], [4.248992, -1.464943, -1.546645], [5.524746, -0.671471, -1.631857], [3.295061, -1.258720, -2.882535], [3.746972, 0.041453, -3.813403], [2.648471, 0.065126, -5.073835], [3.668054, 1.318093, -3.065070], [1.992908, 1.828528, -1.174982], [1.163325, 1.162826, 0.387623], [1.051450, 0.100873, -1.167403], [4.594901, -2.607043, -1.583073], [2.171008, -1.191033, -2.528910], [3.350476, -2.200670, -3.613154], [4.849766, -0.066464, -4.225975], [2.424725, 1.159480, -5.455756], [1.699945, -0.499657, -4.671881], [3.119434, -0.599785, -5.914768], [-2.851720, -0.978733, 1.223136], [-1.585377, -1.100858, 0.539321], [-0.552715, -1.945019, 0.825310], [-0.711666, -2.882223, 1.990415], [0.466584, -1.922327, 0.137804], [-3.647194, -1.179214, 0.501566], [-2.943951, 0.048054, 1.584621], [-2.940664, -1.669097, 2.063081], [-1.407049, -0.500172, -0.257178], [0.191220, -3.491646, 2.094895], [-0.851790, -2.312727, 2.912710], [-1.560516, -3.549492, 1.821213], [2.932038, 1.437205, 6.215489], [2.095639, 1.675704, 5.062363], [2.482564, 1.995929, 3.794085], [3.955122, 2.126868, 3.519291], [1.635621, 2.167465, 2.919206], [2.731806, 0.425456, 6.575911], [2.655005, 2.156553, 6.989607], [3.994253, 1.538485, 5.988635], [1.090663, 1.604868, 5.172103], [4.108868, 2.385248, 2.467094], [4.381776, 2.922391, 4.135488], [4.459138, 1.177836, 3.718610], [-7.947837, 1.234335, -1.953229], [-7.264806, 0.226062, -1.176699], [-6.093599, -0.409871, -1.467648], [-5.393566, -0.045007, -2.747458], [-5.643627, -1.251714, -0.692423], [-8.040590, 2.131623, -1.336864], [-8.944892, 0.858562, -2.194357], [-7.419236, 1.480018, -2.875314], [-7.678320, -0.070492, -0.300288], [-4.475688, -0.633235, -2.842351], [-6.036263, -0.268626, -3.602749], [-5.124974, 1.014334, -2.738564]], "forces_ev_per_angstrom": [[-0.533, -0.037, 0.553], [3.467, 4.821, 3.662], [-4.988, -5.649, -5.201], [0.758, 2.999, -2.049], [0.380, -1.676, -0.699], [-3.240, -1.585, 0.267], [0.512, 0.942, -0.129], [-1.067, -0.373, -0.582], [0.807, -0.423, 0.847], [0.099, -2.579, -1.315], [-0.067, -2.571, 1.295], [1.545, -0.842, -1.832], [1.741, 1.362, 1.108], [-0.640, 2.728, 0.580], [2.397, 0.076, -0.702], [0.169, 1.998, 1.768], [-2.328, 0.347, 1.162], [0.481, -2.398, 0.862], [1.622, 1.445, -1.008], [-0.979, 1.407, 1.419], [-0.222, 0.287, -0.388], [0.748, -0.513, 0.127], [0.303, 0.491, -0.691], [0.190, -0.217, 0.140], [-0.378, -0.181, 0.256], [-0.176, 0.012, 0.319], [-0.215, -0.093, 0.185], [0.136, 0.112, -0.190], [-0.079, -0.161, 0.234], [-0.173, 0.245, -0.154], [-0.147, -0.135, -0.039], [-0.018, 0.108, 0.177], [-0.433, -0.050, 0.107], [0.021, 0.116, -0.496], [-0.664, 0.080, -0.583], [0.151, 0.212, -0.242], [0.331, -0.090, 0.473], [0.261, 0.045, 0.205], [0.262, -0.109, 0.172], [-0.261, 0.000, -0.064], [0.279, 0.016, -0.015], [-0.207, -0.168, 0.340], [0.077, -0.162, 0.105], [0.082, 0.153, 0.031], [-0.269, -0.046, 0.353], [0.621, -0.381, -0.082], [-0.094, -0.474, 0.774], [0.253, -0.084, -0.130], [-0.147, 0.411, -0.429], [-0.104, 0.131, -0.280], [-0.011, 0.264, -0.190], [-0.042, -0.120, 0.223], [0.099, 0.080, -0.230], [-0.283, 0.083, 0.151], [0.080, 0.194, -0.001], [-0.108, -0.048, -0.173]], "e_homo_ha": -0.335, "orbital_gap_ev": 9.668, "multiplicity": 1, "smiles": "CC(=O)O[C@H](F)C[C@@H](C)F.CNC(C)=O.CNC(C)=O.CNC(C)=O", "charge": 0}

***

For reference, ΔE to the lowest compared entry with this formula, charge and spin by record: 0.0 226.8 422.8 kJ/mol.
For reference, energy by record: -5561.11198 -1247.42899 -1330.22891 a.u..